Record 1
Computed, not measured: 2 unconnected molecules or ions with the total composition C4H16N2O at a distorted geometry, with ωB97M-V with the def2-TZVPD basis set.

Each line ends with the Mulliken charge.
Atoms and positions in Å:
C1 1.39 -1.90 0.24  -1.580
C2 1.31 -0.38 0.42  -1.286
C3 0.91 0.32 -0.86  -0.285
C4 -0.48 0.92 -0.86  -1.108
N1 -1.53 0.07 -0.21  -0.173
N2 2.57 0.17 0.98  0.382
H1 0.51 -2.26 -0.28  0.425
H2 2.30 -2.27 -0.25  0.355
H3 1.39 -2.38 1.22  0.574
H4 0.62 -0.27 1.25  -0.735
H5 1.15 -0.33 -1.72  0.531
H6 1.55 1.17 -1.11  0.359
H7 -0.42 1.77 -0.18  0.543
H8 -0.86 1.22 -1.83  0.378
H9 -1.67 -0.85 -0.64  0.419
H10 -1.32 -0.02 0.80  0.435
H11 -2.44 0.58 -0.22  0.255
H12 2.87 -0.35 1.81  0.594
H13 2.43 1.21 1.19  0.501
H14 3.30 0.11 0.29  0.494
H15 -4.40 1.93 -0.17  0.319
H16 -5.00 0.52 0.05  0.335
O1 -4.17 1.03 0.09  -0.732

Its HOMO energy (alpha / beta) is -6.733 / -15.950 eV. The LUMO energy (alpha / beta) is -2.8 / -2.9 eV. For the energy above the lowest of the compared OMol25 structures with the same formula, charge and spin, the calculation gives 46.04 kJ/mol. As for the expectation value of S²: 0.751. As for the HOMO-LUMO gap (alpha / beta): 3.9 / 13.0 eV. Its total charge is +1. Its multiplicity is 2.

=====

Record 2
Computed, not measured: a molecular structure, C3H2N2O3 at a distorted geometry, with ωB97M-V with the def2-TZVPD basis set.

Each line ends with the Mulliken charge.
Atoms and positions in Å:
C1 1.24 0.11 0.22  0.188
C2 -1.06 0.52 -0.26  0.588
C3 -2.32 -0.57 -0.08  0.187
H1 4.23 -0.60 -0.52  0.388
H2 1.26 1.25 0.66  0.289
N1 2.11 -0.76 -0.19  -0.195
N2 -3.42 -0.93 0.22  -0.373
O1 3.35 0.03 0.16  -0.465
O2 -0.05 -0.36 -0.07  -0.223
O3 -1.24 1.68 -0.04  -0.384

Its HOMO energy is -10.730 eV. The LUMO energy is -0.7 eV. For the energy above the lowest of the compared OMol25 structures with the same formula, charge and spin, the calculation gives 670.45 kJ/mol. As for the HOMO-LUMO gap: 10.1 eV. Its total charge is 0.

=====

Record 3
Computed, not measured: a gas-phase ion, H5N4 (charge +1) at a distorted geometry, with ωB97M-V with the def2-TZVPD basis set.

Each line ends with the Mulliken charge.
Atoms and positions in Å:
N1 0.96 0.29 -1.45  -0.550
N2 0.29 0.03 -0.29  0.356
N3 -0.91 0.15 0.22  -0.049
N4 -1.23 -0.48 1.29  -0.132
H1 1.89 0.51 -1.33  0.290
H2 0.56 1.10 -2.08  0.330
H3 1.00 -0.55 0.17  0.236
H4 -1.95 -0.01 1.73  0.294
H5 -0.61 -1.04 1.74  0.226

As for the SMILES: NNN=[NH2+]. Its HOMO energy is -14.984 eV. The LUMO energy is -5.2 eV. For the energy above the lowest of the compared OMol25 structures with the same formula, charge and spin, the calculation gives 123.19 kJ/mol. As for the HOMO-LUMO gap: 9.8 eV. Its total charge is +1.

=====

Record 4
Computed, not measured: a molecular structure, C13H37B2ClNO15PS3Ta, with ωB97M-V with the def2-TZVPD basis set.

Each line ends with the Mulliken charge.
Atoms and positions in Å:
C1 -1.60 -3.14 0.98  -0.812
O1 -1.29 -2.01 0.18  0.269
B1 -0.93 -2.15 -1.15  0.287
O2 -1.24 -3.42 -1.67  -0.697
Ta1 0.12 -0.43 -2.45  0.201
C2 -1.75 0.82 -2.40  -1.071
C3 -2.90 0.47 -1.44  -0.218
C4 -4.08 -0.18 -2.16  -0.429
C5 -5.06 -0.81 -1.17  -0.685
S1 -5.87 -2.22 -1.88  1.055
O3 -5.14 -3.41 -1.63  -0.499
O4 -6.36 -1.90 -3.19  -0.541
Cl1 -7.56 -2.33 -0.68  -0.292
O5 1.17 1.09 -3.59  -0.610
N1 1.65 0.66 -4.77  0.290
O6 1.87 1.54 -5.54  -0.453
O7 0.87 0.41 -0.79  -0.082
B2 1.59 1.55 -0.93  0.395
O8 1.01 2.80 -0.63  -0.495
O9 2.90 1.54 -1.40  -0.721
P1 -0.78 -1.48 -4.47  0.844
C6 -0.03 -2.92 -5.32  -1.194
C7 -2.14 -0.89 -5.56  -1.327
H1 -0.75 -3.83 1.03  0.274
H2 -2.46 -3.68 0.60  0.287
H3 -1.82 -2.78 1.99  0.166
H4 -0.49 -3.79 -2.12  0.269
H5 1.45 -1.73 -2.58  -0.137
H6 -1.34 1.82 -2.17  0.278
H7 -2.16 0.91 -3.42  0.427
H8 -3.27 1.40 -0.97  0.508
H9 -2.57 -0.17 -0.62  -0.229
H10 -3.72 -0.91 -2.89  0.051
H11 -4.61 0.59 -2.73  0.428
H12 -5.85 -0.13 -0.86  0.537
H13 -4.54 -1.21 -0.29  0.357
H14 0.79 3.31 -1.41  0.287
H15 3.03 2.35 -1.90  0.228
H16 1.04 -2.89 -5.14  0.289
H17 -0.43 -3.87 -4.92  0.299
H18 -0.22 -2.90 -6.40  0.393
H19 -2.13 0.20 -5.61  0.346
H20 -3.12 -1.22 -5.21  0.307
H21 -2.00 -1.28 -6.57  0.432
O10 -1.64 0.90 5.00  -0.727
S2 -1.54 -0.39 4.40  1.312
O11 -2.74 -1.03 3.95  -0.589
O12 -0.78 -1.36 5.41  -0.295
C8 -1.28 -1.41 6.77  -0.430
C9 -2.55 -2.22 6.90  -0.948
C10 -0.34 -0.41 3.13  -0.866
H22 -1.41 -0.39 7.13  0.359
H23 -0.46 -1.86 7.33  0.272
H24 -3.38 -1.74 6.39  0.286
H25 -2.79 -2.32 7.96  0.379
H26 -2.41 -3.21 6.48  0.263
H27 0.57 0.05 3.50  0.432
H28 -0.74 0.16 2.29  0.316
H29 -0.17 -1.44 2.82  0.240
O13 8.07 2.94 1.09  -0.652
S3 7.24 3.62 2.04  1.240
O14 6.94 2.97 3.28  -0.617
O15 5.92 4.10 1.34  -0.284
C11 5.14 3.12 0.58  -0.356
C12 4.34 2.19 1.45  -0.678
C13 7.90 5.21 2.39  -0.945
H30 5.82 2.58 -0.08  0.366
H31 4.50 3.73 -0.04  0.147
H32 4.97 1.52 2.03  0.397
H33 3.70 1.60 0.80  0.102
H34 3.72 2.76 2.14  0.278
H35 8.12 5.72 1.45  0.309
H36 8.81 5.05 2.96  0.365
H37 7.17 5.77 2.98  0.312

Its HOMO energy is -4.272 eV. The LUMO energy is 2.0 eV. As for the HOMO-LUMO gap: 6.3 eV. Its total charge is -1.

=====

Record 5
Computed, not measured: a molecular structure, C69H68Ge2IN4OPbS4 at a distorted geometry, with ωB97M-V with the def2-TZVPD basis set.

Each line ends with the Mulliken charge.
Atoms and positions in Å:
Pb1 -0.39 0.50 -0.87  1.662
C1 -0.86 6.48 6.80  -1.532
C2 -1.01 5.00 6.59  0.816
C3 0.10 4.20 6.39  -1.291
C4 -0.01 2.83 6.30  0.650
C5 1.20 1.96 6.10  -1.630
C6 -1.27 2.24 6.41  0.804
C7 -2.41 3.04 6.54  0.992
C8 -3.76 2.40 6.59  -1.670
C9 -2.26 4.41 6.63  -0.561
C10 -1.38 0.78 6.61  -0.819
C11 -1.12 0.37 7.92  -0.026
C12 -1.23 -0.97 8.27  -1.141
C13 -1.55 -1.88 7.29  0.062
C14 -1.77 -1.48 5.97  -0.941
C15 -1.74 -0.13 5.63  0.447
Ge1 -1.88 0.45 3.67  0.033
S1 -0.15 -0.28 2.67  -0.453
S2 -2.30 2.68 3.17  0.189
Ge2 -3.60 1.80 1.49  -0.165
S3 -2.74 1.69 -0.52  -0.926
S4 -3.82 -0.19 2.58  0.230
C16 -5.41 2.71 1.27  -0.457
C17 -6.47 1.97 0.73  -0.507
C18 -7.73 2.53 0.60  0.006
C19 -7.95 3.84 0.98  -1.180
C20 -6.90 4.59 1.45  -0.102
C21 -5.63 4.04 1.61  -0.727
C22 -4.59 4.97 2.10  0.300
C23 -4.58 5.35 3.44  1.101
C24 -5.56 4.74 4.39  -1.742
C25 -3.70 6.34 3.86  -0.629
C26 -2.84 6.97 2.97  0.666
C27 -1.91 8.06 3.42  -2.001
C28 -2.88 6.59 1.64  -0.926
C29 -3.75 5.61 1.19  1.464
C30 -3.85 5.29 -0.27  -1.510
C31 -6.29 0.58 0.23  0.708
C32 -5.88 0.37 -1.09  0.763
C33 -5.68 1.49 -2.06  -1.736
C34 -5.72 -0.94 -1.54  -0.668
C35 -6.00 -2.02 -0.73  0.746
C36 -5.82 -3.43 -1.23  -1.818
C37 -6.49 -1.79 0.55  -0.696
C38 -6.64 -0.50 1.04  1.156
C39 -7.22 -0.26 2.40  -1.554
C40 -1.97 -2.62 5.04  0.939
C41 -3.23 -3.10 4.70  0.569
C42 -4.48 -2.35 5.06  -1.433
C43 -3.35 -4.30 4.02  -0.778
C44 -2.24 -5.06 3.68  1.285
C45 -2.37 -6.38 2.99  -1.890
C46 -0.98 -4.56 4.00  -1.038
C47 -0.83 -3.36 4.68  1.123
C48 0.55 -2.86 5.02  -1.769
H1 0.16 6.74 7.07  0.454
H2 -1.53 6.82 7.59  0.365
H3 -1.12 7.02 5.89  0.090
H4 1.09 4.66 6.32  0.346
H5 2.09 2.57 5.96  0.432
H6 1.07 1.33 5.23  0.226
H7 1.35 1.31 6.96  0.321
H8 -3.75 1.50 7.21  0.465
H9 -4.05 2.10 5.58  -0.111
H10 -4.51 3.09 6.97  0.497
H11 -3.14 5.03 6.76  0.285
H12 -0.83 1.11 8.65  0.504
H13 -1.03 -1.29 9.28  0.390
H14 -1.62 -2.94 7.53  0.477
H15 -8.53 1.93 0.20  0.537
H16 -8.94 4.28 0.88  0.401
H17 -7.05 5.64 1.71  0.541
H18 -5.61 3.66 4.25  0.129
H19 -6.56 5.14 4.21  0.412
H20 -5.29 4.95 5.42  0.384
H21 -3.71 6.64 4.90  0.269
H22 -2.24 8.49 4.36  0.422
H23 -1.86 8.85 2.68  0.485
H24 -0.90 7.66 3.55  0.297
H25 -2.23 7.08 0.93  0.379
H26 -3.25 5.96 -0.86  0.538
H27 -4.89 5.36 -0.60  0.535
H28 -3.53 4.26 -0.46  -0.233
H29 -5.68 2.46 -1.55  0.102
H30 -6.48 1.48 -2.80  0.482
H31 -4.73 1.38 -2.58  0.364
H32 -5.36 -1.09 -2.55  0.379
H33 -5.09 -3.45 -2.04  0.367
H34 -6.76 -3.82 -1.61  0.425
H35 -5.47 -4.08 -0.43  0.336
H36 -6.75 -2.63 1.18  0.384
H37 -7.36 -1.20 2.93  0.403
H38 -8.18 0.25 2.33  0.420
H39 -6.56 0.37 2.98  0.202
H40 -4.30 -1.63 5.85  0.212
H41 -5.27 -3.03 5.36  0.575
H42 -4.82 -1.79 4.18  -0.228
H43 -4.33 -4.67 3.77  0.430
H44 -3.32 -6.85 3.24  0.412
H45 -1.56 -7.05 3.28  0.388
H46 -2.34 -6.26 1.91  0.291
H47 -0.10 -5.14 3.75  0.437
H48 1.30 -3.60 4.76  0.489
H49 0.63 -2.63 6.08  0.420
H50 0.73 -1.94 4.46  0.007
O1 3.28 -0.19 -1.03  -0.374
C49 2.79 -1.46 -0.91  0.290
C50 3.83 -2.46 -0.95  -0.986
C51 3.67 -3.80 -0.93  -0.539
C52 2.41 -4.48 -0.85  -0.510
C53 1.25 -3.98 -0.42  -1.462
C54 1.06 -2.59 0.17  3.757
C55 -0.41 -2.44 0.41  -2.062
N1 -1.22 -1.62 -0.22  0.086
C56 -2.49 -1.96 0.13  -1.281
C57 -2.45 -3.00 1.00  -0.532
N2 -1.13 -3.31 1.16  0.645
H51 4.82 -2.05 -1.09  0.474
H52 4.55 -4.42 -1.04  0.414
H53 2.42 -5.51 -1.20  0.426
H54 0.36 -4.58 -0.51  0.431
H55 -3.34 -1.44 -0.28  0.610
H56 -3.23 -3.51 1.54  0.585
H57 -0.78 -3.95 1.85  0.015
C58 1.69 4.02 -0.25  -1.178
N3 1.90 2.68 0.21  -0.034
C59 2.86 1.98 -0.23  -0.699
C60 2.90 0.56 0.08  0.171
C61 2.60 0.06 1.29  0.450
C62 2.51 -1.30 1.84  -0.673
C63 1.84 -2.40 1.46  -0.757
N4 1.53 -1.56 -0.71  0.045
C64 0.80 3.90 -1.48  0.352
C65 1.34 3.38 -2.65  0.024
C66 0.54 3.19 -3.77  -0.777
C67 -0.81 3.50 -3.71  -0.644
C68 -1.35 4.01 -2.54  -0.141
C69 -0.55 4.20 -1.43  0.163
H58 2.63 4.53 -0.52  0.431
H59 1.18 4.57 0.54  0.402
H60 3.63 2.35 -0.92  0.447
H61 2.39 0.81 2.04  0.567
H62 2.95 -1.35 2.83  0.102
H63 1.81 -3.24 2.14  0.448
H64 2.38 3.10 -2.69  0.227
H65 0.97 2.77 -4.67  0.349
H66 -1.44 3.30 -4.56  0.405
H67 -2.40 4.22 -2.49  0.258
H68 -0.98 4.57 -0.51  0.137
I1 -0.84 -0.20 -3.48  -0.587

Its HOMO energy is -4.536 eV. The LUMO energy is 1.3 eV. For the energy above the lowest of the compared OMol25 structures with the same formula, charge and spin, the calculation gives 315.40 kJ/mol. As for the HOMO-LUMO gap: 5.9 eV. Its total charge is -1.

=====

Record 6
Computed, not measured: 2 unconnected molecules or ions with the total composition C9H18ClINO3 at a distorted geometry, with ωB97M-V with the def2-TZVPD basis set.

Each line ends with the Mulliken charge.
Atoms and positions in Å:
C1 -0.89 1.27 2.68  -0.760
C2 -0.12 2.33 1.90  0.046
C3 -0.58 3.88 2.14  -0.045
Cl1 0.63 4.62 3.36  -0.142
O1 -0.77 4.68 0.92  -0.222
C4 0.18 4.30 -0.15  0.327
O2 -0.36 3.91 -1.33  -0.487
I1 2.38 4.29 0.02  0.201
H1 -0.54 0.99 3.78  0.252
H2 -1.78 0.66 2.24  0.278
H3 0.76 1.95 1.23  0.194
H4 -1.65 3.84 2.67  0.381
C5 1.55 -2.46 -0.82  -0.818
N1 0.03 -2.28 -0.67  -0.024
C6 -0.42 -3.06 0.57  -0.852
C7 -0.66 -2.85 -1.89  -0.863
C8 -0.33 -0.79 -0.44  -0.507
C9 0.01 0.15 -1.61  -0.502
O3 1.40 0.18 -1.87  -0.511
H5 1.77 -3.53 -0.71  0.380
H6 1.85 -2.13 -1.81  0.377
H7 2.05 -1.89 -0.03  0.333
H8 -0.17 -4.12 0.42  0.391
H9 -1.50 -2.94 0.68  0.374
H10 0.11 -2.66 1.44  0.361
H11 -0.28 -2.36 -2.78  0.368
H12 -1.74 -2.69 -1.78  0.353
H13 -0.44 -3.92 -1.94  0.392
H14 0.21 -0.48 0.46  0.400
H15 -1.41 -0.76 -0.24  0.281
H16 -0.31 1.17 -1.35  0.313
H17 -0.52 -0.14 -2.53  0.406
H18 1.57 0.85 -2.55  0.324

Its HOMO energy is -10.740 eV. The LUMO energy is -4.4 eV. As for the HOMO-LUMO gap: 6.4 eV. Its total charge is +1.